Formula: C48H39N4O3S2TeW
Source: OMol25
Level of theory: wB97M-V/def2-TZVPD

```
98
Properties=species:S:1:pos:R:3:forces:R:3
W 0.32286 0.52450 1.06136 -0.163 0.145 0.551
C -1.62389 0.49381 5.15538 0.035 0.029 -0.023
C -0.95257 1.53999 5.76583 0.017 -0.008 -0.052
C 0.03674 2.21516 5.06850 -0.040 -0.044 0.036
C 0.35360 1.85178 3.76249 0.051 0.012 0.011
C -0.35555 0.82359 3.12129 -0.133 0.079 -0.035
C -1.33029 0.14818 3.83978 0.041 -0.042 0.030
C 1.40987 2.55007 3.01297 0.003 -0.027 -0.049
C 2.29480 3.44834 3.64429 -0.007 0.007 -0.020
C 3.22993 4.10761 2.91366 -0.007 -0.011 -0.001
C 3.24967 3.97207 1.51018 0.015 -0.043 -0.004
C 4.11253 4.73978 0.69677 0.001 -0.003 -0.002
C 4.03745 4.65879 -0.66292 -0.017 0.003 -0.001
C 3.07627 3.81634 -1.25427 0.001 -0.008 0.008
C 2.25564 3.03537 -0.48848 0.029 -0.051 -0.006
C 2.34828 3.06857 0.91573 0.023 -0.029 0.031
N 1.51574 2.29755 1.70478 -0.063 0.025 0.002
H -2.38693 -0.05093 5.69621 -0.001 -0.007 0.002
H -1.19181 1.82879 6.77964 -0.001 -0.002 0.011
H 0.54859 3.03237 5.55640 -0.007 -0.001 0.002
H -1.88155 -0.66885 3.39186 -0.009 0.016 0.000
H 2.24566 3.57642 4.71314 0.007 -0.003 -0.006
H 3.94249 4.76609 3.39386 0.006 0.011 0.002
H 4.81890 5.40403 1.17764 0.007 0.006 0.003
H 4.69155 5.25349 -1.28497 0.006 0.003 -0.007
H 2.97527 3.78659 -2.33119 -0.002 0.003 -0.011
H 1.50881 2.41680 -0.95877 0.016 -0.002 0.005
C -2.56307 -1.40119 0.96316 -0.077 -0.014 0.038
N -1.88919 -0.08912 0.98633 0.066 0.009 0.039
C -2.72984 0.89683 0.95387 0.013 -0.044 -0.020
C -2.27346 2.20787 0.97024 0.006 -0.026 0.008
C -2.91878 3.44233 0.94091 0.039 -0.016 0.010
C -1.90502 4.39275 0.96432 0.025 -0.040 0.016
C -0.69511 3.69899 1.01443 -0.099 -0.039 -0.005
N -0.90694 2.36497 1.02169 -0.087 0.119 -0.046
C -2.90659 -1.91861 -0.41044 0.004 0.007 -0.004
C -1.97713 -2.58249 -1.20439 0.054 -0.016 0.036
C -2.35534 -3.12962 -2.41984 0.000 0.012 -0.007
C -3.65765 -2.98580 -2.87609 0.011 -0.001 0.000
C -4.58384 -2.29595 -2.10905 0.003 -0.001 0.005
C -4.20948 -1.77650 -0.87860 -0.007 -0.016 0.004
H -3.49488 -1.30058 1.52571 0.019 0.002 0.002
H -1.96565 -2.11381 1.51128 0.014 -0.010 -0.021
H -3.79689 0.69249 0.91897 0.008 0.013 0.000
H -3.98390 3.60341 0.91210 -0.023 -0.001 -0.004
H -2.00812 5.46467 0.95202 0.006 0.021 -0.003
H 0.28274 4.13984 1.02601 -0.010 0.032 -0.006
H -0.94761 -2.68003 -0.87253 -0.066 0.000 -0.008
H -1.62868 -3.66621 -3.01275 0.024 -0.009 -0.021
H -3.95037 -3.41521 -3.82494 -0.002 -0.005 -0.009
H -5.60238 -2.18265 -2.45503 -0.010 0.002 -0.004
H -4.95023 -1.27971 -0.26207 -0.007 0.008 0.004
C -0.69318 -4.07731 1.61947 0.035 0.008 -0.004
Te 0.61794 -2.39092 1.95163 -0.144 -0.025 0.069
C 1.82341 -3.38445 0.49946 0.009 -0.023 -0.035
C 1.48332 -4.84190 0.66706 -0.009 0.017 0.012
C 2.36706 -5.84090 0.27394 -0.014 0.007 0.001
C 2.01878 -7.17355 0.42282 -0.010 -0.004 0.005
C 0.78951 -7.51461 0.97193 0.010 -0.002 -0.002
C -0.09030 -6.52295 1.37385 0.005 0.020 0.005
C 0.25126 -5.18378 1.22123 0.030 0.010 -0.028
H -1.44259 -3.89864 0.85285 0.008 -0.022 -0.013
H -1.19360 -4.28363 2.56504 -0.013 0.007 -0.006
H 2.85993 -3.14287 0.71849 -0.021 -0.027 -0.018
H 1.55490 -3.00222 -0.48534 0.025 -0.011 0.046
H 3.33172 -5.57333 -0.13861 0.011 0.005 -0.004
H 2.71162 -7.94776 0.12280 0.007 -0.008 -0.002
H 0.52221 -8.55496 1.09834 -0.001 -0.006 0.000
H -1.04417 -6.78856 1.81261 -0.006 -0.002 0.004
N -0.06512 0.49977 -0.79931 0.088 0.044 -0.129
C -0.16910 0.61731 -2.06017 -0.110 -0.042 -0.029
C -0.24898 1.96927 -2.67521 0.082 -0.015 -0.053
C 0.57148 2.26003 -3.76792 0.009 0.013 0.026
C 0.56213 3.53025 -4.31800 -0.008 -0.003 -0.001
C -0.28362 4.50433 -3.80096 0.010 -0.003 0.009
C -1.11726 4.20744 -2.73269 -0.008 0.000 -0.002
C -1.09673 2.94410 -2.16292 -0.027 0.025 0.032
C -0.12550 -0.53006 -2.99878 0.097 -0.020 0.043
C -0.91990 -0.52285 -4.14300 0.020 0.031 -0.017
C -0.79463 -1.53896 -5.07521 -0.014 -0.008 -0.012
C 0.14251 -2.54648 -4.88687 -0.017 -0.016 -0.014
C 0.94184 -2.55387 -3.75176 -0.018 0.016 0.021
C 0.80145 -1.55209 -2.80504 -0.029 0.017 0.032
H 1.22398 1.49660 -4.17208 0.005 -0.009 -0.001
H 1.20853 3.75843 -5.15475 0.002 0.005 -0.011
H -0.29755 5.49384 -4.23793 0.001 0.008 -0.007
H -1.78703 4.95890 -2.33703 -0.007 0.008 0.005
H -1.75537 2.70767 -1.33912 0.002 0.006 0.000
H -1.62629 0.28140 -4.30375 -0.016 -0.006 0.004
H -1.41752 -1.53690 -5.95951 -0.005 0.001 -0.003
H 0.25378 -3.32510 -5.62999 0.004 -0.001 -0.009
H 1.68310 -3.32975 -3.61269 0.007 -0.008 0.006
H 1.44298 -1.52483 -1.93479 0.004 -0.007 -0.012
O 1.85682 -0.06320 2.58845 -0.082 -0.026 -0.178
S 3.23803 -0.17829 1.92299 0.160 -0.155 -0.169
O 4.05908 0.95156 2.22244 -0.009 0.039 -0.049
O 3.79198 -1.48600 2.11810 -0.052 0.034 0.098
S 2.42449 -0.09319 0.02343 0.271 0.076 -0.091
```
Positions in Å, forces in eV/Å.

Total charge: +1
Total energy: -3428.59376 hartree

***

Formula: C48H40Cl2F4N4O3SbTl
Source: OMol25
Level of theory: wB97M-V/def2-TZVPD

```
103
Properties=species:S:1:pos:R:3:forces:R:3
Tl -0.07063 2.34467 0.20090 -0.508 -0.420 -0.219
C -0.58309 4.66152 2.82016 1.736 0.184 -0.519
N 0.28789 3.48072 2.68412 0.709 0.309 0.318
C 1.73696 3.82040 2.68112 -0.585 -1.150 1.290
C 0.07485 2.42774 3.65025 -0.547 -0.751 1.338
C -1.39288 2.06832 3.95831 -0.029 0.127 0.997
N -2.16506 1.94107 2.75147 -0.705 -0.680 1.204
C -3.37029 1.39332 2.93979 0.330 0.855 -0.774
C -4.01442 0.90804 1.75557 -0.858 -1.552 -1.015
F -3.30329 0.95750 0.55250 -1.108 0.118 1.509
C -5.18898 0.12989 1.80311 0.888 0.056 -0.618
F -5.71282 -0.41453 0.62100 0.645 0.668 1.330
C -5.77286 -0.24107 3.01913 0.195 0.668 0.789
C -5.22821 0.34124 4.18281 -0.138 -0.412 -0.279
F -5.77270 -0.04759 5.40912 0.318 0.769 -1.123
C -4.18324 1.24978 4.14460 -0.128 -0.476 -0.342
F -3.97159 2.01596 5.26199 0.424 -0.428 -0.231
H -0.59038 5.08142 3.86432 -0.081 -0.290 -0.683
H -1.58211 4.41837 2.44590 0.176 0.195 0.193
H -0.02250 5.35796 2.13594 -1.231 -0.001 0.646
H 1.98402 4.33210 3.64127 0.125 -0.373 -0.188
H 2.05187 4.48821 1.90046 -0.231 0.059 -0.720
H 2.28888 2.83419 2.62960 -0.344 1.203 -0.029
H 0.51087 2.68433 4.67375 0.019 -0.172 -0.940
H 0.54553 1.48630 3.28934 0.057 0.614 0.091
H -1.81648 2.70625 4.76004 0.140 0.875 -0.702
H -1.39333 1.16082 4.63124 0.337 -0.151 -0.960
H -6.67686 -0.81837 3.14247 0.095 -0.173 -0.357
Cl 0.45123 2.42338 -5.22703 -1.260 -0.159 -0.399
C 1.76040 2.14076 -4.15973 -0.594 -0.385 0.326
C 2.95652 2.59645 -4.64926 1.526 1.346 -0.294
C 4.10748 2.59587 -3.89200 -1.392 -1.006 -0.393
Cl 5.45805 3.47457 -4.53832 0.608 -0.234 0.277
C 4.04293 1.91364 -2.64375 0.723 0.610 0.213
C 5.16913 1.68098 -1.86027 0.625 0.658 0.948
C 5.00016 1.25103 -0.53773 4.280 0.238 -1.126
C 3.77086 0.99504 -0.04585 -1.611 -0.572 1.490
N 2.68090 1.20542 -0.76506 -0.124 -0.998 -0.124
C 2.79028 1.55027 -2.05173 0.277 0.667 -0.654
C 1.53986 1.63702 -2.84552 0.633 0.063 0.765
O 0.48717 1.30505 -2.27563 -0.677 0.056 -0.904
H 3.01064 3.13106 -5.62512 -0.331 -0.622 0.788
H 6.16135 1.99075 -2.26306 -0.801 -0.444 0.495
H 5.96744 1.13840 0.05582 -1.602 -0.066 -0.533
H 3.66443 0.54757 0.98256 -0.154 0.795 -0.989
O -3.27197 5.77064 -1.55528 0.989 0.352 0.267
C -2.05907 5.85355 -1.34647 -0.977 -1.537 -0.365
N -1.24782 4.88508 -0.83976 1.102 -0.645 0.837
C 0.04506 5.31794 -0.79784 0.322 -0.608 -0.817
O 1.05910 4.65330 -0.48929 -0.972 0.606 0.141
C 0.12773 6.74087 -1.32088 -2.469 -0.954 -0.175
C 1.07069 7.69244 -1.38856 0.815 1.580 0.696
C 0.65263 9.03625 -1.64834 0.684 -1.818 0.310
C -0.64204 9.26736 -2.00769 -0.392 -0.158 -0.204
C -1.62145 8.24725 -2.05266 0.393 1.132 -0.602
C -1.22018 7.00473 -1.67314 0.752 1.519 0.143
H 2.08837 7.48967 -1.07152 -0.002 -0.034 -0.102
H 1.36707 9.81534 -1.45683 0.114 0.405 -0.378
H -0.90084 10.26456 -2.26576 -0.438 0.795 -0.105
H -2.62198 8.51796 -2.40684 0.244 -0.466 0.406
C -3.42455 -2.61967 -0.77403 0.937 0.074 -0.136
C -3.31008 -3.97911 -0.11775 -1.211 -1.561 0.417
C -4.51546 -4.64971 0.31419 2.310 0.885 -1.145
C -4.39566 -5.89112 0.93455 -1.045 0.269 0.277
C -3.18938 -6.51291 1.14786 0.891 1.417 -0.268
C -1.99103 -5.87393 0.74653 -2.077 -0.977 0.322
C -2.07635 -4.65413 0.13560 0.495 1.556 -0.837
Sb -0.23555 -3.63563 -0.47360 0.015 1.468 -0.024
C 0.45427 -4.89656 -2.09267 -0.415 -1.074 1.156
C 0.57809 -6.28815 -1.90561 -0.312 0.159 2.630
C 1.24959 -7.10678 -2.75489 0.693 -0.458 -2.193
C 1.69688 -6.54354 -3.98335 -0.781 0.906 1.755
C 1.51576 -5.20782 -4.22050 -0.290 0.298 1.171
C 0.89050 -4.35344 -3.25796 0.871 -0.237 -2.142
C 0.71972 -2.93058 -3.67253 -1.089 0.449 0.374
C 1.22837 -4.11063 1.12107 -0.530 -0.456 -0.880
C 0.71998 -4.54387 2.33964 -1.427 0.114 -0.736
C 1.51077 -5.16772 3.28114 -1.416 0.334 0.874
C 2.82898 -5.32455 3.03022 1.964 1.034 -0.975
C 3.41206 -4.74348 1.85589 -0.412 -1.000 1.249
C 2.62038 -4.12708 0.87629 -0.025 -0.701 1.162
C 3.33215 -3.57950 -0.30100 1.620 -0.206 -1.237
H -4.35543 -2.33467 -1.24394 -0.592 -0.554 0.186
H -2.67356 -2.42262 -1.55228 0.013 -0.266 0.336
H -3.25667 -1.88006 -0.00537 0.133 0.485 0.229
H -5.42464 -4.13234 0.02351 -0.225 -0.381 0.505
H -5.25514 -6.40987 1.36510 -0.091 0.311 -0.385
H -3.25431 -7.37969 1.74593 0.529 -1.125 0.322
H -1.04900 -6.34765 0.87615 0.634 -0.333 0.311
H 0.21337 -6.65048 -0.90408 0.443 -0.015 -1.234
H 1.48675 -8.16227 -2.61365 -0.442 0.256 0.438
H 2.22277 -7.04274 -4.73103 0.782 -1.377 -0.842
H 1.97736 -4.79714 -5.09972 -0.207 0.349 -0.360
H 0.90092 -2.86493 -4.74945 0.392 0.404 0.316
H 1.31568 -2.23942 -3.04499 -0.305 -0.106 -0.633
H -0.36080 -2.67270 -3.55592 0.811 0.147 0.106
H -0.37847 -4.45062 2.52323 1.026 -0.122 -0.132
H 1.01901 -5.44951 4.21597 0.442 -0.188 -0.193
H 3.48179 -5.72399 3.79326 0.109 -0.289 -0.086
H 4.50649 -4.88420 1.76642 -0.743 0.399 -0.273
H 4.40854 -3.91901 -0.20386 -1.100 0.512 -0.359
H 3.35378 -2.49682 -0.42601 -0.182 0.204 0.588
H 2.98887 -3.90206 -1.29611 -0.185 -0.397 0.404
```
Positions in Å, forces in eV/Å.

Total charge: -2
Total energy: -4030.38833 hartree

***

Number 1: E_LUMO -0.15500 hartree, strongest force on any atom 0.6 eV Å⁻¹. Number 2: E_LUMO 0.13450 hartree, strongest force on any atom 4.4 eV Å⁻¹.